(1)
A cluster of 2 separate species, C6H9N in total. Source: OMol25; level of theory: ωB97M-V with the def2-TZVPD basis set.

```
16
Properties=species:S:1:pos:R:3:forces:R:3
C 2.2292 -0.2583 -0.2501 0.7460 0.5288 -0.4867
C 0.2584 -2.2947 0.0839 -0.7399 3.0476 -0.2686
C 0.2028 -0.9983 0.0095 4.3781 0.3663 -0.3281
C -0.1678 1.1560 1.1175 2.3761 -0.9853 0.5729
C -0.9970 0.8480 -1.1665 0.5914 -2.0738 0.5081
C -0.6972 0.0991 0.1326 -0.3901 2.2810 0.4291
N 3.3270 0.1551 -0.4760 -4.0493 -1.5501 0.8736
H 1.1210 -2.8036 0.0468 2.7641 -1.8698 -0.1947
H -0.6660 -2.7271 0.0841 -2.3088 -1.5833 0.3333
H 0.7016 1.7429 0.6832 -0.9654 -0.9424 0.3663
H 0.1960 0.6577 2.0350 0.0552 0.2330 -0.3616
H -0.8674 1.8557 1.4572 -1.4869 0.9607 0.0872
H -0.9646 0.0983 -1.9324 -0.3648 -0.0013 -0.9207
H -0.1584 1.4784 -1.2654 0.6601 1.1282 -0.7003
H -1.9292 1.3444 -1.1075 -0.7892 0.6528 -0.0826
H -1.5885 -0.3537 0.5479 -0.4765 -0.1923 0.1727
```
Forces are in eV/Å.

Values from the calculation:
**Kohn-Sham gap**: 10.793 eV
**E_HOMO**: -10.764 eV
**Total charge**: 0

=====

(2)
A structure of composition C23H22LaN2OS2. Source: OMol25; level of theory: ωB97M-V with the def2-TZVPD basis set.

```
51
Properties=species:S:1:pos:R:3:forces:R:3
La -0.2009 0.0312 0.3919 -0.2156 0.8031 -0.9277
C -1.9181 2.3963 2.2365 0.1018 -0.0173 0.0714
C -3.0143 1.6196 1.5576 -0.0540 0.0473 0.0677
C -4.3543 1.8549 1.9100 0.0844 -0.0381 -0.0214
C -5.3265 1.1075 1.3151 -0.0030 0.0496 0.0350
C -4.9923 0.1384 0.3491 -0.1919 -0.0701 -0.0202
C -5.9891 -0.6524 -0.2675 0.0381 0.0080 0.0138
C -5.6210 -1.5718 -1.2017 0.0732 -0.0110 -0.0284
C -4.2689 -1.7130 -1.5673 -0.0896 -0.0812 -0.0873
C -3.2591 -0.9629 -1.0102 -0.0044 0.0842 0.0282
S -1.6206 -1.1833 -1.6517 -0.1665 0.0840 -0.0713
C -3.6311 -0.0246 0.0048 0.2615 0.1017 0.0276
N -2.6674 0.7259 0.6491 -0.1347 -0.1452 -0.1362
H -2.3210 3.0670 2.9928 -0.0206 0.0146 -0.0287
H -1.3462 3.0018 1.5300 -0.0194 -0.0159 -0.0312
H -1.2167 1.7386 2.7634 -0.0301 -0.0601 -0.0454
H -4.5874 2.6056 2.6513 -0.0156 -0.0024 0.0021
H -6.3669 1.2536 1.5793 -0.0115 -0.0325 -0.0276
H -7.0254 -0.5183 0.0131 0.0073 0.0286 0.0234
H -6.3627 -2.1937 -1.6843 -0.0042 0.0006 0.0019
H -4.0102 -2.4307 -2.3346 0.0341 0.0072 0.0089
N 1.3860 1.9696 1.0164 0.1642 0.1687 -0.1693
S 2.1596 2.0376 2.4237 -0.1088 -0.3252 -0.0319
C 3.8015 2.6636 2.1378 0.1018 0.0478 0.0439
C 4.3411 2.6221 0.8645 0.0340 0.0260 -0.0202
C 5.6505 3.0503 0.6776 -0.0139 -0.0099 -0.0517
C 6.3997 3.4959 1.7529 -0.0136 0.0087 0.0656
C 5.8462 3.5202 3.0291 0.0058 0.0038 -0.0250
C 4.5425 3.1033 3.2307 0.0460 0.0026 -0.0447
C 1.4774 3.3414 3.4079 -0.0592 0.1958 0.0242
C 0.8851 2.9824 4.6083 -0.0294 0.0510 0.0176
C 0.2935 3.9698 5.3896 0.0122 -0.0876 -0.0166
C 0.2969 5.2847 4.9565 0.0063 0.0594 -0.0195
C 0.8935 5.6335 3.7461 -0.0358 -0.0106 0.0493
C 1.4919 4.6619 2.9667 0.0062 -0.0537 0.0105
H 1.4859 2.8563 0.5205 -0.0449 -0.0202 -0.0097
H 3.7571 2.2610 0.0288 -0.0081 -0.0145 0.0185
H 6.0821 3.0293 -0.3138 -0.0036 -0.0010 -0.0006
H 7.4186 3.8255 1.6030 0.0013 -0.0021 -0.0081
H 6.4307 3.8676 3.8701 0.0086 0.0011 -0.0056
H 4.1137 3.1317 4.2242 -0.0401 -0.0169 -0.0055
H 0.8897 1.9482 4.9308 0.0048 -0.0031 0.0091
H -0.1649 3.7057 6.3328 0.0007 0.0085 0.0045
H -0.1613 6.0518 5.5664 -0.0022 -0.0003 -0.0025
H 0.8953 6.6652 3.4218 0.0087 -0.0012 -0.0061
H 1.9771 4.9278 2.0348 0.0100 -0.0070 -0.0012
C 0.6272 -1.5160 3.2247 0.0049 -0.0147 -0.0346
O 0.0526 -1.3080 1.9528 0.3462 -0.6251 1.3083
H 0.3367 -2.4781 3.6481 -0.0509 -0.0332 -0.0756
H 0.3088 -0.7315 3.9206 -0.0005 -0.0438 0.0535
H 1.7185 -1.4851 3.1568 0.0098 -0.0582 0.0686
```
Forces are in eV/Å.

Values from the calculation:
**Kohn-Sham gap**: 7.138 eV
**E_HOMO**: -9.953 eV
**Total charge**: +1

=====

(3)
A structure of composition C6H9NO2. Source: OMol25; level of theory: ωB97M-V with the def2-TZVPD basis set.

```
18
Properties=species:S:1:pos:R:3:forces:R:3
C -4.4968 0.8934 0.2596 0.7386 -0.4717 -0.0798
C -3.4506 0.2865 0.2715 -1.0326 0.5511 -0.0134
C -2.2262 -0.5171 0.2869 -0.1298 -0.3024 0.0621
O -1.0917 0.3175 0.2386 0.1436 0.2530 -0.0095
C 0.1129 -0.4139 0.2899 -0.2584 -0.3552 -0.0808
C 1.2689 0.5652 0.1655 -0.3598 -0.0272 -0.3932
C 2.5618 -0.1403 0.0030 4.2977 0.0432 -0.4877
N 3.5731 -0.4475 0.6330 0.0966 -0.2550 -1.2078
H -5.4342 1.4198 0.2135 0.4538 -0.2003 0.0687
H -2.2111 -1.1384 1.2008 -0.0039 0.1494 -0.1850
H -2.2317 -1.2078 -0.5758 -0.0077 0.1605 0.1744
H 0.1793 -0.9662 1.2429 0.0710 0.0787 -0.2079
H 0.1448 -1.1498 -0.5318 0.0334 0.1216 0.1382
H 1.1136 1.2229 -0.7030 -0.0734 -0.2282 0.2910
H 1.3235 1.1983 1.0642 0.1552 -0.2560 -0.3051
O 3.4411 -0.1276 -1.5847 -2.7557 0.2542 0.3291
H 3.0773 0.6700 -1.9919 0.8323 0.1942 -0.6542
H 4.3461 -0.4650 -0.4822 -2.2008 0.2902 2.5610
```
Forces are in eV/Å.

Values from the calculation:
**Kohn-Sham gap**: 10.133 eV
**E_HOMO**: -9.525 eV
**Total charge**: 0

=====

(4)
A structure of composition C26H44BrN3P2SV. Source: OMol25; level of theory: ωB97M-V with the def2-TZVPD basis set.

```
78
Properties=species:S:1:pos:R:3:forces:R:3
N -4.8529 -0.7162 2.9266 0.0740 -0.1012 0.2871
C -3.8691 -0.0321 3.5195 0.3079 0.4682 -0.6025
C -2.8820 0.6568 2.7926 -0.6452 -0.2357 -0.2740
C -2.9276 0.5939 1.3818 -0.2111 -0.5173 0.4249
C -4.0035 -0.0835 0.7697 -0.1134 -0.0630 0.9815
C -4.9308 -0.7340 1.5978 0.4849 0.4553 -0.4381
C -1.9144 1.2482 0.5580 -1.2218 -0.1668 -1.9333
V -0.0664 0.1791 -0.2174 0.1653 -0.0453 -0.0302
P 1.9510 0.6138 -1.3844 1.0219 -0.1134 -0.3833
C -1.9545 1.0972 -0.8671 -0.8268 1.5274 2.6461
C -1.4991 2.1900 -1.7234 0.6803 -0.5087 -0.3955
C -1.7644 2.1074 -3.1122 0.4282 0.2808 0.4508
C -1.1395 2.9898 -3.9821 0.1381 0.0041 0.5156
C -0.1909 3.8714 -3.4444 0.1394 0.8615 -0.6532
C -0.1206 4.1478 -2.0786 -0.3138 -0.5674 0.1284
C -0.7734 3.2784 -1.2003 0.1796 0.1793 -0.5135
Br 1.0930 4.7246 -4.6172 -0.9208 -0.3059 0.5717
H -1.3174 2.0510 1.0378 -0.4927 -0.4764 -0.3927
H -2.5249 0.3090 -1.3630 -0.0481 0.2101 0.4058
H -2.1340 1.2774 3.2966 -0.3102 -0.3358 -0.2266
H -4.1591 -0.0715 -0.3063 -0.0034 -0.0230 0.3155
H -3.8679 0.0085 4.6176 -0.1349 -0.1064 -0.4694
H -5.7710 -1.2611 1.1357 0.1988 0.1120 0.3451
H -2.4389 1.3294 -3.4663 0.1341 0.2042 -0.0821
H -0.6946 3.4323 -0.1188 -0.0346 0.1117 -0.5657
H -1.3578 2.9876 -5.0397 0.2244 -0.1452 -0.0829
H 0.4231 5.0096 -1.7091 0.1730 -0.1984 -0.0851
P -0.4072 -2.1882 -0.5536 -0.5021 -1.5798 -0.6426
C 2.5417 2.1734 -0.6054 0.1796 0.1422 0.0467
C 3.3165 3.1220 -1.5210 0.2596 0.4349 -0.0229
H 3.1399 1.9050 0.2792 -0.1592 -0.0839 -0.2483
H 1.6546 2.6982 -0.2140 0.2168 -0.1882 -0.0780
H 3.6919 3.9782 -0.9421 -0.1286 -0.2407 -0.1029
H 4.1911 2.6445 -1.9774 -0.2529 0.0890 0.1152
H 2.6875 3.5400 -2.3191 0.1401 -0.2342 0.1469
C 1.5425 0.9688 -3.1319 -0.1639 0.0341 -0.0589
C 2.6966 0.9717 -4.1245 0.2092 0.0762 -0.4014
H 1.0205 1.9311 -3.1474 0.1643 -0.1924 0.1116
H 0.7905 0.2263 -3.4368 0.2220 0.1080 0.0494
H 2.3255 1.2364 -5.1235 0.0406 -0.1113 0.2299
H 3.4693 1.7064 -3.8744 -0.1928 -0.2060 -0.0184
H 3.1565 -0.0187 -4.1966 0.0015 0.1682 -0.0123
C 3.3109 -0.6154 -1.3575 0.0296 -0.0112 0.2042
C 4.7171 -0.0671 -1.5654 0.4351 -0.0097 -0.1668
H 3.0780 -1.3919 -2.1011 -0.0555 0.2265 0.1033
H 3.2427 -1.1089 -0.3788 0.0532 0.1376 -0.2113
H 5.4490 -0.8829 -1.5122 -0.1854 0.1610 0.0269
H 4.8380 0.4049 -2.5461 -0.0281 -0.0839 0.2365
H 4.9894 0.6608 -0.7944 -0.0660 -0.1072 -0.1158
C 0.5397 -3.5518 0.2690 0.0662 0.2513 0.1147
C 2.0492 -3.5554 0.0518 0.2973 -0.1651 0.0930
H 0.1078 -4.5018 -0.0898 -0.0336 0.3981 0.0386
H 0.3133 -3.4852 1.3443 0.1288 -0.0601 -0.3086
H 2.4510 -4.5374 0.3397 -0.0655 0.3120 -0.0788
H 2.3262 -3.3894 -0.9983 -0.0870 -0.0653 0.2797
H 2.5480 -2.8037 0.6785 -0.1564 -0.1803 -0.2145
C -0.2493 -2.6351 -2.3455 0.2510 -0.0829 0.3472
C -1.2038 -1.8731 -3.2652 -0.0424 -0.0457 -0.1334
H -0.4272 -3.7216 -2.4150 0.1085 0.3395 -0.0361
H 0.8040 -2.4526 -2.6177 -0.3303 -0.0893 -0.0719
H -1.0718 -2.2290 -4.2962 -0.1022 0.1920 0.2502
H -2.2550 -2.0390 -2.9891 0.2693 0.0257 -0.0846
H -1.0130 -0.7890 -3.2572 -0.0651 -0.2518 0.0112
C -2.1141 -2.8065 -0.1991 -0.0899 0.1928 -0.1944
C -2.3911 -3.0720 1.2823 -0.2007 -0.0221 0.1565
H -2.2691 -3.7263 -0.7901 0.1082 0.3113 0.1767
H -2.8122 -2.0505 -0.5926 0.0894 -0.2982 0.1715
H -3.4503 -3.3278 1.4182 0.2778 0.0972 0.0265
H -1.8090 -3.9202 1.6702 -0.1485 0.2633 -0.1618
H -2.1866 -2.1803 1.8974 -0.1228 -0.2209 -0.1939
N 0.2187 1.0967 3.8823 0.3655 -0.8846 0.0545
C 0.2176 -0.1004 3.2483 -0.3996 0.1424 0.3508
N -0.4999 -1.1130 3.7408 0.2816 0.8311 0.1815
S 1.1365 -0.2692 1.7894 0.1624 -0.0033 0.6276
H 0.0080 1.1330 4.8779 -0.0697 0.0686 -0.2992
H 0.9046 1.7693 3.5540 -0.2216 -0.1912 0.0957
H -0.5003 -2.0172 3.2903 0.0765 0.2197 -0.0332
H -1.1286 -0.9819 4.5340 0.3631 -0.1181 -0.3007
```
Forces are in eV/Å.

Values from the calculation:
**Kohn-Sham gap (spin up / spin down)**: 6.767 / 6.513 eV
**E_HOMO (spin up / spin down)**: -13.815 / -13.893 eV
**Total charge**: +2
**⟨S²⟩**: 3.790
**Spin multiplicity**: 4

=====

Taking the records one at a time from the top gives relative energy (zero: lowest compared OMol25 entry of this formula, charge and spin) values of 4.2120, 0.0000, 6.3565, 0.0000 eV.
Taking the records one at a time from the top gives maximum force values of 0.086, 0.029, 0.084, 0.062 hartree/bohr.